DFT (ωB97M-V with the def2-TZVPD basis set) results for a 2-piece molecular cluster, C3H2Cl2N2 overall.

The geometry in XYZ format:
```
9
Properties=species:S:1:pos:R:3:forces:R:3
C 2.000 0.531 -0.855 -0.04 0.26 -1.16
C -0.881 -0.323 -0.029 5.18 -1.34 -1.54
C 1.232 -0.457 -0.229 -3.34 -2.30 -0.56
N 1.925 0.685 0.368 0.87 0.51 2.01
N -1.450 -0.973 -0.915 -0.37 0.59 0.42
Cl 2.903 1.088 -2.138 -0.04 0.38 -0.42
Cl -1.221 0.575 1.364 -0.55 0.26 0.12
H 1.658 -1.542 -0.315 -1.21 1.71 0.98
H -2.461 -0.942 -0.902 -0.50 -0.07 0.15
```
Positions in Å, forces in eV/Å.

Results
Charge   0
LUMO   0.68 eV
E_tot   -31163.577 eV
Kohn-Sham gap   9.6608 eV

Which charges does Mulliken predict for the atoms? In e, they are: C 0.256; C 0.311; C 0.047; N -0.416; N -0.474; Cl -0.125; Cl -0.109; H 0.243; H 0.267